Version 1
# C3H6N2

An isolated molecule of C3H6N2 (wB97M-V/def2-TZVPD, the Open Molecules 2025 dataset).

Geometry as ORCA input:
```
! wB97M-V def2-TZVPD RIJCOSX def2/J DEFGRID3
* xyz 0 1
H 1.23 0.57 2.97
N 1.32 0.22 2.04
N 0.30 0.51 1.18
C 0.35 -0.32 0.05
C -1.05 -0.51 -0.61
C -0.04 0.46 -1.22
H 1.01 -1.25 -0.02
H -1.90 -0.12 -0.16
H -1.31 -1.43 -1.08
H 0.27 0.42 -2.22
H -0.18 1.44 -0.92
*
```

Output
**Highest occupied orbital energy**: -9.45 eV
**E_LUMO**: 0.239 eV
**SMILES**: [H]/N=N/C1CC1

Version 2
# C3H6N2

An isolated molecule of C3H6N2 (wB97M-V/def2-TZVPD, the Open Molecules 2025 dataset).

Geometry as ORCA input:
```
! wB97M-V def2-TZVPD RIJCOSX def2/J DEFGRID3
* xyz 0 1
C 1.25 -0.08 0.21
C -0.13 -0.08 -0.38
N -1.00 -1.05 0.14
C -1.12 2.21 -0.59
N -0.66 1.41 0.17
H 1.86 0.71 -0.24
H 1.18 0.12 1.29
H 1.73 -1.04 0.05
H -0.10 -0.20 -1.49
H -1.91 -1.06 -0.30
H -1.10 -0.93 1.15
*
```

Output
**Highest occupied orbital energy**: -10.33 eV
**E_LUMO**: 0.656 eV

Version 3
# C3H6N2

An isolated molecule of C3H6N2 (wB97M-V/def2-TZVPD, the Open Molecules 2025 dataset).

Geometry as ORCA input:
```
! wB97M-V def2-TZVPD RIJCOSX def2/J DEFGRID3
* xyz 0 1
H -2.34 0.96 -0.37
N -2.23 0.98 0.69
C -1.09 0.29 0.73
N -0.24 0.04 -0.44
C 0.66 -0.96 -0.17
C 1.18 0.33 -0.58
H -0.68 0.15 1.71
H 0.72 -1.71 -1.06
H 0.74 -1.33 0.87
H 1.64 0.85 0.28
H 1.65 0.39 -1.67
*
```

Output
**Highest occupied orbital energy**: -9.66 eV
**E_LUMO**: 0.919 eV
**SMILES**: [H]/N=C\N1CC1

Version 4
# C3H6N2

An isolated molecule of C3H6N2 (wB97M-V/def2-TZVPD, the Open Molecules 2025 dataset).

Geometry as ORCA input:
```
! wB97M-V def2-TZVPD RIJCOSX def2/J DEFGRID3
* xyz 0 1
C -1.05 0.76 0.49
C 0.07 -0.16 0.48
C 0.63 -0.62 -0.84
N 0.91 -0.30 1.54
N 0.21 -0.11 -1.91
H 0.92 0.55 2.09
H 0.66 -0.49 -2.74
H 1.45 -1.34 -0.75
H -1.39 1.12 1.45
H -1.27 1.32 -0.42
H -1.13 -0.73 0.61
*
```

Output
**Highest occupied orbital energy (alpha / beta)**: -8.77 / -8.77 eV
**E_LUMO (alpha / beta)**: -0.153 / -0.153 eV

Which is most stable? The ranking, best first, is version 2, version 3, version 1, version 4.